[1]
Formula: C12H18AsNO9SSiTi
Source: the Open Molecules 2025 dataset
Level of theory: ωB97M-V with the def2-TZVPD basis set

- Net charge: -1
- Energy relative to the best compared isomer or geometry (same formula, charge and spin): 0.7810 eV
- Gap between HOMO and LUMO (spin up / spin down): 7.69 / 9.55 eV
- Multiplicity: 2

The geometry in XYZ format:
```
44
Properties=species:S:1:pos:R:3:nbo_charge:R:1
As -2.005 0.328 2.196 2.465
Ti -0.138 0.563 -0.370 1.656
S -0.050 -2.155 0.318 2.397
Si 0.051 -0.243 -3.622 1.915
O -2.468 1.223 3.467 -1.148
O -0.476 0.323 -2.189 -1.180
O -3.332 -0.673 1.654 -1.021
O 1.239 0.818 1.161 -0.802
O -0.097 -3.572 0.104 -0.944
O 1.055 -1.455 -0.365 -0.966
O -1.524 1.238 0.824 -1.152
O -1.282 -1.384 -0.012 -1.013
O 1.177 2.806 2.221 -0.699
N 0.531 2.736 -0.894 -0.433
C 0.134 -1.874 2.070 -0.225
C -0.590 -0.908 2.779 -0.422
C -0.483 -2.019 -3.844 -1.142
C 1.920 -0.147 -3.700 -1.145
C 1.091 -2.653 2.699 -0.208
C -0.683 4.359 0.737 -0.736
C 0.650 -1.520 4.763 -0.208
C 0.018 3.482 -0.184 0.483
C 1.353 -2.474 4.049 -0.211
C 1.618 1.681 2.026 0.675
C -0.317 -0.746 4.134 -0.195
C -0.672 0.805 -4.997 -1.133
H -0.371 1.849 -4.888 0.232
H -1.251 3.691 1.387 0.313
H 2.473 1.330 2.640 0.066
H -0.874 0.006 4.680 0.259
H -1.764 0.769 -4.977 0.231
H -1.571 -2.105 -3.806 0.233
H -0.139 -2.425 -4.800 0.220
H -3.004 -1.174 0.890 0.511
H -0.340 0.456 -5.979 0.220
H 0.848 -1.371 5.817 0.209
H 2.299 -0.520 -4.656 0.221
H 2.361 -0.747 -2.900 0.247
H -1.340 5.031 0.186 0.235
H 2.105 -3.082 4.536 0.208
H -0.077 -2.641 -3.043 0.249
H 2.265 0.881 -3.572 0.233
H 0.033 4.910 1.338 0.271
H 1.625 -3.398 2.123 0.231
```

***

[2]
Formula: C12H18B5CaF20O9
Source: the Open Molecules 2025 dataset
Level of theory: ωB97M-V with the def2-TZVPD basis set

- Net charge: -3
- Energy relative to the best compared isomer or geometry (same formula, charge and spin): 9.4252 eV
- Gap between HOMO and LUMO: 4.03 eV

The geometry in XYZ format:
```
65
Properties=species:S:1:pos:R:3:nbo_charge:R:1
Ca 1.232 -0.878 -1.290 1.989
F 2.385 0.661 3.555 -0.584
F 7.519 -3.865 -0.026 -0.573
F -1.843 -2.171 -4.450 -0.581
F 2.434 -0.052 5.643 -0.591
F 6.743 3.930 -2.516 -0.584
F 6.955 1.927 -3.533 -0.570
F 3.051 -3.992 -6.125 -0.579
F 5.282 2.405 -2.291 -0.590
F 4.744 -4.399 -4.717 -0.558
F 5.740 -2.517 0.293 -0.585
F 1.219 1.719 5.363 -0.584
F 2.722 -4.536 -3.933 -0.568
F 3.508 1.752 5.158 -0.563
F -3.848 -3.040 -4.293 -0.566
F 5.331 3.445 -4.341 -0.582
F -2.265 -4.082 -5.422 -0.562
F 7.034 -2.987 2.083 -0.572
F -2.142 -3.975 -3.290 -0.568
F 3.532 -2.594 -4.572 -0.584
F 7.767 -1.698 0.430 -0.592
O -3.733 3.061 2.632 -0.480
O -0.561 4.806 -3.350 -0.568
O -0.719 6.927 -2.518 -0.485
O -0.918 6.582 -4.736 -0.488
O 0.515 -5.948 2.665 -0.560
O -0.260 -7.578 4.058 -0.480
O -5.366 1.600 2.762 -0.496
O -3.476 1.119 1.536 -0.582
O 0.948 -8.160 2.229 -0.464
C 0.004 -8.983 4.206 0.075
C 0.369 -7.128 2.973 0.957
C -1.229 8.153 -2.961 -0.092
C 0.561 -9.322 2.867 -0.106
C -5.796 2.754 3.528 -0.096
C -4.803 5.103 3.219 -0.631
C -4.095 1.857 2.273 0.978
C -4.600 3.657 3.630 0.065
C -2.102 8.633 -5.374 -0.634
C -0.941 8.019 -4.531 0.071
C -1.414 -9.614 4.579 -0.627
C -0.766 6.006 -3.512 0.963
B 2.369 1.090 4.881 1.322
B 3.505 -3.916 -4.823 1.295
B 6.998 -2.834 0.723 1.322
B -2.544 -3.314 -4.361 1.280
B 6.080 2.958 -3.248 1.327
H -3.917 5.615 2.844 0.247
H 1.337 -10.078 2.990 0.191
H -1.828 -9.167 5.484 0.223
H -2.946 7.961 -5.218 0.224
H -2.203 -9.374 3.866 0.222
H 0.705 -9.105 5.032 0.187
H -2.261 9.676 -5.100 0.211
H -2.260 8.235 -2.619 0.178
H -4.054 3.523 4.563 0.201
H -0.168 -9.807 2.218 0.176
H -6.124 2.570 4.551 0.194
H -1.363 -10.695 4.707 0.206
H 0.064 8.314 -4.832 0.200
H -5.306 5.645 4.019 0.212
H -5.545 5.243 2.433 0.210
H -6.594 3.259 2.984 0.179
H -0.743 9.037 -2.547 0.197
H -1.921 8.566 -6.447 0.223
```

***

[3]
Formula: C12H18BF2MnO4S
Source: the Open Molecules 2025 dataset
Level of theory: ωB97M-V with the def2-TZVPD basis set

- Energy relative to the best compared isomer or geometry (same formula, charge and spin): 0.9114 eV
- Gap between HOMO and LUMO (spin up / spin down): 8.62 / 8.37 eV

The geometry in XYZ format:
```
39
Properties=species:S:1:pos:R:3:nbo_charge:R:1
Mn 0.143 -1.041 -0.190 0.661
S 1.914 -2.245 -1.552 2.561
F -1.064 -2.825 -0.464 -0.472
F -1.417 -2.225 -2.661 -0.485
O 1.863 -2.303 -0.075 -0.963
O 3.090 -2.715 -2.185 -0.898
O 0.680 -3.165 -2.046 -0.899
O 1.408 -0.900 -1.928 -0.966
C 0.151 0.219 1.714 -0.047
C -2.188 -0.636 2.135 -0.637
C 0.566 -0.238 3.091 -0.636
C 1.740 2.063 -1.238 -0.655
C -1.173 0.070 1.267 -0.054
C 0.745 1.341 -0.375 0.039
C 2.546 0.926 1.347 -0.644
C 1.117 0.854 0.879 -0.017
C -1.546 0.538 -0.025 -0.031
C -0.900 1.439 -2.298 -0.648
C -2.982 0.436 -0.482 -0.641
C -0.572 1.101 -0.867 -0.006
B -0.539 -2.545 -1.711 1.282
H -2.592 0.030 2.903 0.225
H -3.664 0.542 0.360 0.224
H -3.189 -0.520 -0.967 0.237
H -1.206 2.484 -2.404 0.223
H 2.702 1.773 2.021 0.225
H 1.131 -1.171 3.048 0.235
H -0.291 -0.390 3.741 0.225
H 1.237 2.740 -1.926 0.225
H -1.740 -1.492 2.636 0.229
H -3.218 1.227 -1.189 0.227
H 3.233 1.025 0.512 0.233
H 2.818 0.018 1.881 0.236
H -1.700 0.808 -2.674 0.234
H 2.326 1.356 -1.829 0.257
H 2.419 2.656 -0.628 0.224
H -3.021 -1.014 1.547 0.228
H -0.032 1.270 -2.932 0.241
H 1.205 0.509 3.562 0.226
```

***

[4]
Formula: C12H18CdO8
Source: the Open Molecules 2025 dataset
Level of theory: ωB97M-V with the def2-TZVPD basis set

- Gap between HOMO and LUMO: 9.55 eV

The geometry in XYZ format:
```
39
Properties=species:S:1:pos:R:3:nbo_charge:R:1
Cd -0.559 0.080 -1.190 1.694
O -2.548 2.446 1.438 -0.449
O -1.560 -1.808 -0.881 -0.819
O 0.604 1.970 -1.701 -0.815
O -0.854 1.125 0.776 -0.680
O 1.307 -1.011 -0.257 -0.652
O -2.804 -0.175 -1.790 -0.778
O 1.042 0.149 -2.977 -0.774
O 0.971 -2.927 0.817 -0.450
C -2.657 -1.352 -1.314 0.766
C -3.823 -2.245 -1.122 -0.716
C 2.222 2.260 -3.345 -0.718
C 3.000 -4.087 0.415 -0.431
C 3.020 -2.726 -0.302 -0.534
C 1.664 -2.161 0.006 0.826
C -0.326 3.193 1.997 -0.527
C -1.399 4.144 2.504 -0.443
C -1.236 2.153 1.387 0.835
C -2.741 3.427 2.420 -0.071
C 1.834 -3.914 1.387 -0.075
C 1.234 1.363 -2.617 0.772
H -1.177 4.439 3.522 0.223
H 0.337 3.548 1.200 0.276
H -3.816 -2.419 -0.036 0.231
H -2.940 2.971 3.386 0.173
H 3.103 -2.859 -1.358 0.254
H 0.266 2.637 2.766 0.249
H 2.778 -4.842 -0.309 0.216
H 2.132 -3.527 2.366 0.186
H -3.577 -3.157 -1.591 0.229
H 3.839 -2.060 -0.051 0.250
H 1.258 -4.860 1.450 0.203
H -4.750 -1.802 -1.438 0.223
H -3.652 3.943 2.101 0.209
H 2.826 2.718 -2.575 0.222
H 1.643 3.004 -3.886 0.229
H 3.949 -4.373 0.956 0.226
H 2.852 1.691 -4.051 0.216
H -1.459 5.043 1.898 0.225
```

***

[5]
Formula: C12H18Cl2N2O3PRu
Source: the Open Molecules 2025 dataset
Level of theory: ωB97M-V with the def2-TZVPD basis set

- Net charge: +2
- Energy relative to the best compared isomer or geometry (same formula, charge and spin): 0.0000 eV
- Gap between HOMO and LUMO (spin up / spin down): 6.06 / 4.00 eV
- Multiplicity: 6

The geometry in XYZ format:
```
39
Properties=species:S:1:pos:R:3:nbo_charge:R:1
Ru 0.363 -1.629 -1.625 0.510
Cl 1.666 -3.302 -0.684 -0.237
Cl 2.359 -0.456 -1.189 -0.034
P -0.020 0.834 -2.307 1.028
O -2.313 -1.166 -2.878 -0.493
O -1.761 -1.520 0.444 -0.425
O -1.063 -1.793 4.678 -0.062
N -0.013 -0.501 6.228 -0.687
N 0.582 0.171 1.445 -0.442
C -0.818 -1.507 -0.256 0.531
C 0.264 -0.560 2.501 0.128
C 1.101 2.301 -2.145 -0.935
C -0.272 -0.896 4.932 0.628
C 0.392 -0.105 3.843 -0.181
C 1.423 1.871 2.919 -0.214
C 1.165 1.352 1.631 0.114
C -1.263 -1.771 -2.758 0.516
C -0.238 0.777 -4.140 -0.939
C -0.953 -3.127 -3.335 -0.781
C -1.539 1.552 -1.533 -0.941
C 1.015 1.135 4.042 -0.110
H -2.323 0.784 -1.525 0.274
H 0.584 0.164 -4.529 0.254
H -0.277 -3.020 -4.196 0.276
H 1.910 2.845 3.002 0.266
H -1.892 2.437 -2.077 0.276
H 0.925 2.819 -1.192 0.240
H -1.199 0.302 -4.372 0.273
H 0.925 3.017 -2.959 0.269
H -0.191 1.777 -4.586 0.268
H -0.346 -1.139 6.934 0.442
H 2.143 1.961 -2.181 0.256
H 1.171 1.534 5.050 0.244
H -1.914 -3.599 -3.616 0.306
H -0.158 -1.540 2.318 0.219
H 1.447 1.917 0.743 0.217
H -1.286 1.829 -0.500 0.243
H 0.832 0.008 6.455 0.440
H -0.427 -3.751 -2.584 0.263
```

***

[6]
Formula: C12H18Cl4N2NdO7
Source: the Open Molecules 2025 dataset
Level of theory: ωB97M-V with the def2-TZVPD basis set

- Net charge: +1
- Energy relative to the best compared isomer or geometry (same formula, charge and spin): 1.0790 eV
- Gap between HOMO and LUMO (spin up / spin down): 8.70 / 8.73 eV
- Multiplicity: 4

The geometry in XYZ format:
```
44
Properties=species:S:1:pos:R:3:nbo_charge:R:1
Nd 7.610 9.672 6.128 2.152
Cl 10.967 5.869 8.433 -0.082
Cl 9.462 12.329 5.647 0.050
Cl 10.253 12.436 2.837 0.040
Cl 9.475 6.313 5.765 0.037
O 6.953 9.448 8.760 -0.562
O 6.370 7.809 6.742 -0.742
O 7.946 10.137 3.933 -0.836
O 6.823 12.085 3.331 -0.575
O 11.845 8.700 6.675 -0.562
O 9.603 9.072 7.006 -0.881
O 6.339 11.454 7.011 -0.741
N 5.040 6.448 7.905 -0.369
N 5.398 12.812 8.544 -0.362
C 6.153 8.303 9.149 -0.152
C 5.837 7.520 7.876 0.702
C 10.688 8.327 6.931 0.748
C 8.940 12.452 4.003 -0.347
C 6.718 10.796 9.291 -0.160
C 7.857 11.471 3.698 0.712
C 5.471 13.379 9.849 -0.431
C 4.063 6.191 8.951 -0.426
C 4.695 13.565 7.469 -0.411
C 6.075 11.705 8.222 0.682
C 10.731 6.809 6.794 -0.282
C 5.363 5.419 6.971 -0.424
H 4.700 4.537 7.117 0.228
H 3.325 5.438 8.597 0.246
H 7.750 11.157 9.459 0.253
H 3.556 7.105 9.239 0.214
H 4.725 14.223 9.919 0.244
H 3.768 13.953 7.936 0.220
H 4.441 12.930 6.622 0.248
H 6.449 13.758 10.127 0.223
H 11.658 6.546 6.287 0.261
H 8.514 13.452 3.837 0.267
H 6.143 10.836 10.249 0.223
H 4.518 5.739 9.871 0.218
H 6.793 7.639 9.788 0.253
H 5.228 8.628 9.636 0.222
H 5.289 14.433 7.203 0.227
H 6.385 5.065 7.113 0.225
H 5.322 5.738 5.958 0.236
H 5.207 12.661 10.631 0.213
```